1 | This record from OMol25 describes the ion C5H11NO with charge +1. The level of theory is the ωB97M-V functional and the def2-TZVPD basis.

Cartesian coordinates (Å):
1 O 0.989 -2.033 0.933
2 N -0.284 -0.414 0.078
3 C -0.424 0.905 -0.531
4 C -1.488 -1.056 0.555
5 C -0.628 1.958 0.560
6 C 2.089 -0.844 -0.786
7 C 0.939 -1.136 0.134
8 H 2.261 -1.774 -1.322
9 H 2.973 -0.623 -0.195
10 H 0.431 1.103 -1.171
11 H 0.179 1.975 1.290
12 H -1.232 -2.044 0.922
13 H -2.220 -1.089 -0.250
14 H 1.916 -0.106 -1.562
15 H -0.682 2.944 0.088
16 H -1.609 1.854 1.024
17 H -1.895 -0.469 1.387
18 H -1.315 0.850 -1.154

## Properties
- multiplicity = 2
- orbital gap (alpha / beta) (eV) = 12.72 / 7.57
- HOMO level (alpha / beta) (eV) = -16.06 / -15.79
- net charge = +1

---

2 | This record from OMol25 describes the ion C5H11NO with charge +1. The level of theory is the ωB97M-V functional and the def2-TZVPD basis.

Cartesian coordinates (Å):
1 O 2.002 -0.420 1.250
2 N -1.018 0.027 -0.485
3 C -0.508 -0.262 -1.850
4 C 0.929 -0.685 0.852
5 C -0.068 0.502 0.468
6 C 0.686 1.756 0.047
7 C -1.932 -0.999 -0.065
8 H -1.331 -0.439 -2.509
9 H -1.407 -1.874 0.338
10 H 0.077 -1.187 -1.799
11 H 1.252 1.493 -0.847
12 H -2.666 -0.660 0.666
13 H -0.627 0.662 1.387
14 H -0.003 2.572 -0.114
15 H 0.501 -1.706 0.864
16 H -2.499 -1.353 -0.925
17 H 1.490 1.999 0.737
18 H 0.011 0.614 -2.223

## Properties
- multiplicity = 2
- orbital gap (alpha / beta) (eV) = 10.93 / 7.55
- HOMO level (alpha / beta) (eV) = -14.85 / -15.21
- net charge = +1

---

3 | This record from OMol25 describes the ion C5H11NO with charge +1. The level of theory is the ωB97M-V functional and the def2-TZVPD basis.

Cartesian coordinates (Å):
1 O -3.009 -0.948 1.312
2 N -1.309 -0.970 -0.249
3 C 2.064 -0.067 -0.925
4 C -2.537 -1.478 0.331
5 C -0.545 -0.256 0.748
6 C 0.010 1.142 0.424
7 C 1.363 1.277 -0.392
8 H 1.561 -0.979 -0.563
9 H -0.799 1.671 -0.094
10 H 0.119 1.571 1.438
11 H -1.281 0.014 1.573
12 H 1.841 -0.214 -1.986
13 H 2.033 1.846 0.270
14 H 0.314 -0.820 1.199
15 H -3.147 -2.233 -0.269
16 H 1.217 1.976 -1.277
17 H 3.033 -0.062 -0.459
18 H -0.925 -1.471 -1.081

## Properties
- multiplicity = 2
- orbital gap (alpha / beta) (eV) = 11.35 / 6.21
- HOMO level (alpha / beta) (eV) = -15.55 / -15.52
- net charge = +1

---

Relative energy table, unit kcal/mol: 1 0.0; 2 13.8; 3 47.4

---

1 | This record from OMol25 describes a cluster of 2 separate species, C10H10N2O2 in total. The level of theory is the ωB97M-V functional and the def2-TZVPD basis.

Cartesian coordinates (Å):
1 O 0.606 -3.591 1.499
2 O 1.100 0.732 -0.283
3 N 2.551 -1.067 -0.997
4 N 1.033 -1.332 0.888
5 C 2.509 -3.076 0.279
6 C 1.366 -2.632 0.999
7 C -1.373 2.679 -1.216
8 C 3.107 -2.324 -0.599
9 C -1.002 2.165 0.111
10 C -3.717 2.611 -0.610
11 C 1.479 -0.460 -0.128
12 C -2.691 2.810 -1.540
13 C -3.442 1.983 0.628
14 C -2.051 1.803 0.960
15 H -4.250 1.887 1.383
16 H 3.916 -2.857 -1.214
17 H -4.747 2.866 -0.772
18 H 3.103 -0.261 -1.506
19 H 0.013 1.992 0.336
20 H -1.657 1.337 1.887
21 H 0.395 -0.842 1.465
22 H 2.992 -4.055 0.457
23 H -3.017 3.253 -2.487
24 H -0.597 2.986 -1.820

## Properties
- orbital gap (eV) = 8.99
- HOMO level (eV) = -8.80

---

2 | This record from OMol25 describes the molecule C10H10N2O2. The level of theory is the ωB97M-V functional and the def2-TZVPD basis.

Cartesian coordinates (Å):
1 O 0.631 -1.709 2.690
2 O -1.329 -1.214 1.865
3 N 1.995 0.219 1.495
4 N -0.105 -1.067 1.963
5 C -0.879 0.207 -0.978
6 C -0.308 -0.866 -3.046
7 C -1.831 1.001 -0.174
8 C -1.197 -0.180 -2.254
9 C -0.060 1.504 1.648
10 C 0.656 0.183 1.143
11 C 0.974 -1.273 -2.416
12 C 0.338 -0.145 -0.282
13 C 1.225 -0.969 -1.052
14 C -1.424 1.621 0.965
15 H -0.364 1.500 2.734
16 H -2.093 0.171 -2.699
17 H 1.606 -1.989 -2.940
18 H -1.993 2.269 1.636
19 H 2.018 0.129 2.517
20 H -0.420 -0.942 -4.178
21 H 2.087 -1.410 -0.517
22 H 0.608 2.310 1.424
23 H 2.694 -0.380 1.018
24 H -2.827 1.029 -0.561

## Properties
- orbital gap (eV) = 8.47
- HOMO level (eV) = -8.40

---

3 | This record from OMol25 describes a structure of composition C10H10N2O2. The level of theory is the ωB97M-V functional and the def2-TZVPD basis.

Cartesian coordinates (Å):
1 O 3.627 -1.914 0.015
2 O -0.625 -0.158 0.119
3 N 1.457 -1.005 -0.186
4 N 3.308 0.287 0.000
5 C -2.490 -1.389 -0.562
6 C 2.841 -0.971 -0.088
7 C 0.567 0.082 -0.017
8 C 1.216 1.399 0.024
9 C -2.260 -1.302 0.819
10 C -2.391 -0.186 -1.313
11 C 2.553 1.489 -0.016
12 C -1.793 -0.184 1.459
13 C -1.522 0.976 0.712
14 C -1.885 0.953 -0.650
15 H 0.700 2.282 -0.023
16 H -1.193 -0.183 2.455
17 H -1.692 1.839 -1.245
18 H -2.774 -2.296 -1.077
19 H 3.332 2.337 -0.233
20 H 4.391 0.171 0.107
21 H 1.093 -1.923 -0.544
22 H -2.733 -0.049 -2.411
23 H -1.207 1.914 1.255
24 H -2.520 -2.169 1.399

## Properties
- orbital gap (eV) = 5.94
- HOMO level (eV) = -6.00

---

Relative energy table, unit kcal/mol: 1 0.0; 2 52.0; 3 170.7

---

1 | This record from OMol25 describes the molecule C6H6N2O4. The level of theory is the ωB97M-V functional and the def2-TZVPD basis.

Cartesian coordinates (Å):
1 O -0.886 2.266 0.679
2 O 2.359 -0.750 -0.680
3 O -3.091 0.396 -1.194
4 O -3.706 -0.215 0.759
5 N -2.886 -0.039 -0.092
6 N 0.845 0.826 -0.046
7 C -0.345 1.279 0.382
8 C -1.554 -0.499 0.091
9 C -0.937 -1.660 0.209
10 C 1.920 1.752 -0.451
11 C 1.291 -0.530 -0.187
12 C 0.477 -1.599 0.432
13 H 0.615 -1.858 1.536
14 H 2.705 1.917 0.434
15 H 1.310 2.665 -0.755
16 H 0.798 -2.523 -0.133
17 H 2.629 1.184 -1.161
18 H -1.547 -2.612 0.177

## Properties
- orbital gap (eV) = 9.62
- HOMO level (eV) = -9.78

---

2 | This record from OMol25 describes a cluster of 2 separate species, C6H6N2O4 in total. The level of theory is the ωB97M-V functional and the def2-TZVPD basis.

Cartesian coordinates (Å):
1 O -2.465 2.034 -3.472
2 O -1.876 1.731 -0.726
3 O -0.224 1.985 -3.008
4 O -2.444 -0.440 -0.469
5 N -1.526 0.616 -0.294
6 N -0.059 -1.050 0.729
7 C -0.414 0.300 0.280
8 C 1.744 0.150 1.119
9 C 2.054 -2.329 1.767
10 C -1.353 2.019 -3.198
11 C 1.280 -1.236 1.251
12 C 0.815 0.997 0.590
13 H -0.722 -1.804 0.648
14 H 0.951 2.048 0.412
15 H 3.056 -2.112 2.065
16 H 2.734 0.459 1.403
17 H 1.658 -3.322 1.825
18 H -3.210 -0.047 -0.922

## Properties
- orbital gap (alpha / beta) (eV) = 7.23 / 7.23
- HOMO level (alpha / beta) (eV) = -7.73 / -7.73

---

Relative energy table, unit kcal/mol: 1 57.0; 2 0.0

---

1 | This record from OMol25 describes the molecule C5H5NOS. The level of theory is the ωB97M-V functional and the def2-TZVPD basis.

Cartesian coordinates (Å):
1 S 3.206 0.096 0.124
2 O 0.259 1.552 -0.221
3 N 0.487 -0.838 -0.288
4 C 1.842 -0.941 -0.110
5 C -0.244 0.429 -0.003
6 C -2.883 -0.019 0.272
7 C -4.359 -0.264 -0.089
8 C -1.705 0.219 0.238
9 H -4.872 0.742 -0.430
10 H -4.971 -0.436 0.880
11 H -4.676 -1.255 -0.693
12 H -0.144 -1.711 0.112
13 H 1.982 -1.962 0.074

## Properties
- orbital gap (eV) = 7.96
- HOMO level (eV) = -8.51

---

2 | This record from OMol25 describes the molecule C5H5NOS. The level of theory is the ωB97M-V functional and the def2-TZVPD basis.

Cartesian coordinates (Å):
1 S -3.341 0.548 0.529
2 O -0.436 0.654 0.760
3 N -2.190 -0.254 -0.411
4 C 0.912 0.785 0.906
5 C -0.947 -0.166 -0.216
6 C -0.031 -0.931 -1.019
7 C 1.300 -0.781 -0.870
8 C 1.800 0.137 0.140
9 H 1.193 1.477 1.688
10 H -0.497 -1.577 -1.768
11 H 2.855 0.284 0.304
12 H -2.604 1.180 1.456
13 H 1.984 -1.358 -1.498

## Properties
- orbital gap (eV) = 8.23
- HOMO level (eV) = -7.85

---

3 | This record from OMol25 describes a structure of composition C5H5NOS. The level of theory is the ωB97M-V functional and the def2-TZVPD basis.

Cartesian coordinates (Å):
1 S -1.237 2.375 -1.159
2 O 1.435 0.103 0.415
3 N -1.818 0.921 -0.676
4 C -0.864 0.184 -0.184
5 C 0.425 0.803 -0.148
6 C 0.390 2.048 -0.696
7 C -0.881 -1.200 0.301
8 C 1.084 -1.228 0.641
9 H -1.053 -1.957 -0.450
10 H 1.492 -1.897 -0.112
11 H 1.166 2.769 -0.829
12 H 1.259 -1.527 1.666
13 H -1.396 -1.395 1.230

## Properties
- orbital gap (eV) = 9.60
- HOMO level (eV) = -8.65

---

Relative energy table, unit kcal/mol: 1 57.1; 2 0.0; 3 12.8